Entry from OMol25: one molecule with the formula C5H11N at a distorted geometry (ωB97M-V/def2-TZVPD).

Structure (ORCA input):
```
! RIJCOSX wB97M-V def2-TZVPD def2/J DEFGRID3
* xyz 0 1
N -1.528 -0.249 -0.855
C 1.584 -0.166 -0.300
C -2.781 -0.156 -0.888
C 0.476 -0.938 0.412
C -0.893 -0.272 0.448
C 1.757 1.256 0.191
H 2.560 1.762 -0.339
H -3.402 -0.129 0.008
H 1.878 1.261 1.271
H -0.813 0.753 0.818
H 0.866 1.845 -0.050
H 0.386 -1.921 -0.059
H -3.295 -0.120 -1.844
H 2.497 -0.732 -0.087
H 1.452 -0.274 -1.374
H 0.766 -1.151 1.451
H -1.509 -0.769 1.199
*
```

The value obtained for the gap between HOMO and LUMO is 10.885 eV. The calculation puts the total energy at -6852.67631 eV. The SMILES is C=NCCCC. The value obtained for the relative energy (zero: lowest compared OMol25 entry of this formula, charge and spin) is 82.23 kJ/mol. For the max |F|, the calculation gives 0.0201 Eh/bohr.